[1]
The following is a DFT calculation (the ωB97M-V functional and the def2-TZVPD basis) of 4 unconnected molecules or ions with the total composition C33H61FINO13PSSi.

Computed properties:
Charge   +1
HOMO-LUMO gap   8.644 eV
Energy   -3753.31920 Ha
Lowest unoccupied orbital energy   -2.681 eV

XYZ file:
```
113
Properties=species:S:1:pos:R:3:mulliken_charge:R:1
C 1.4520 -2.9496 3.7090 -1.736
C 1.1236 -2.9452 2.2082 0.260
C 0.3736 -1.6716 1.7874 -0.245
F -0.2969 -1.1629 2.8864 -0.485
C -0.7101 -1.6759 0.6738 1.285
Si -2.4371 -2.0000 1.6145 0.319
C -3.9654 -2.4423 0.6081 -1.325
C -2.9981 -0.4231 2.4570 -1.305
C -2.3147 -3.4073 2.8489 -1.054
O -0.8928 -0.3202 0.3401 -0.376
C 0.0966 0.1168 -0.5899 -1.745
C 0.7161 -1.1892 -1.1967 1.552
S 2.4756 -1.3308 -0.6273 -0.175
C 0.8885 -0.8918 -2.7179 -1.948
C 1.8190 0.2725 -3.1056 -1.459
C 3.1085 -0.1728 -3.8161 -0.592
C 4.3426 0.6404 -3.4993 0.738
C 5.2674 0.8635 -4.5315 -0.614
C 6.4492 1.5668 -4.3124 -0.588
C 6.7431 2.0719 -3.0492 -0.497
C 5.8123 1.8796 -2.0235 -0.798
C 4.6334 1.1765 -2.2475 0.085
N -0.2474 -2.2656 -0.6978 1.112
C 0.1618 -3.7382 -0.6264 -1.318
C 1.6188 -4.1667 -0.7278 -0.721
C 1.6356 -5.6895 -0.5958 -1.464
I 3.6619 -6.3267 -0.3623 0.069
P -1.6299 -2.4303 -1.8845 1.084
O -2.5699 -3.4651 -1.5011 -0.778
O -2.2556 -0.9942 -1.9979 -0.398
O -1.0249 -2.8101 -3.3038 -0.638
H 2.1969 -3.7259 3.8464 0.537
H 0.5948 -3.1667 4.3272 0.260
H 1.9397 -2.0319 4.0098 0.373
H 0.6019 -3.8713 2.0025 -0.056
H 2.0923 -2.9055 1.7325 0.168
H 1.1177 -0.9100 1.5977 0.327
H -4.8290 -2.2582 1.2393 0.473
H -3.9714 -3.5036 0.3967 0.334
H -4.1152 -1.8840 -0.3053 0.286
H -4.0419 -0.5546 2.7207 0.405
H -2.9577 0.4238 1.7831 0.341
H -2.4684 -0.2170 3.3794 0.340
H -1.3813 -3.4428 3.3964 0.185
H -3.0831 -3.1698 3.5804 0.451
H -2.5745 -4.3628 2.4086 0.344
H 0.8212 0.8232 -0.2142 0.610
H -0.4773 0.5893 -1.3792 0.417
H 2.5479 -0.2717 0.1840 0.123
H -0.0539 -0.7111 -3.2162 0.391
H 1.2919 -1.7811 -3.1995 0.593
H 1.2782 0.8415 -3.8561 0.403
H 2.0303 0.9936 -2.3269 0.829
H 2.9642 -0.1069 -4.8874 0.400
H 3.3240 -1.2180 -3.5990 0.319
H 5.0846 0.4784 -5.5217 0.363
H 7.1349 1.7143 -5.1290 0.390
H 7.6630 2.5994 -2.8756 0.412
H 6.0378 2.2722 -1.0462 0.401
H 3.9449 1.0582 -1.4273 0.104
H -0.2744 -4.1173 0.2864 0.328
H -0.3419 -4.3184 -1.3910 1.212
H 1.9951 -3.9488 -1.7269 0.396
H 2.3034 -3.7567 -0.0113 0.501
H 1.1318 -6.0163 0.3026 0.542
H 1.2201 -6.1820 -1.4619 0.593
H -2.5642 -0.8937 -2.9137 0.259
H -0.1232 -3.1520 -3.2865 0.395
C -2.5798 1.6507 -5.4498 -1.271
C -3.3125 1.7119 -4.1246 0.098
O -3.8698 3.0009 -3.8818 -0.373
C -5.0059 3.2641 -4.5413 0.629
O -5.5748 2.5082 -5.2797 -0.571
O -5.3771 4.5029 -4.2389 -0.212
C -6.5440 4.9559 -4.9421 -0.740
H -1.8335 2.4439 -5.5071 0.339
H -2.0803 0.6867 -5.5693 0.360
H -3.2688 1.7826 -6.2817 0.406
H -2.6125 1.5439 -3.3033 0.090
H -4.0934 0.9502 -4.0641 0.345
H -7.3647 4.2537 -4.8239 0.333
H -6.3148 5.0949 -5.9963 0.325
H -6.8134 5.9099 -4.5000 0.213
C -2.6404 5.6403 -2.4644 -0.752
C -3.8944 6.4028 -2.1037 -0.074
O -3.7119 7.1844 -0.9124 -0.387
C -3.0448 8.3247 -1.0782 0.723
O -2.6203 8.7538 -2.1187 -0.549
O -2.9407 8.9192 0.1090 -0.353
C -2.1999 10.1427 0.0937 -0.638
H -2.3069 5.0392 -1.6156 0.259
H -2.8315 4.9867 -3.3074 0.089
H -1.8264 6.3163 -2.7263 0.346
H -4.7009 5.7098 -1.8772 0.262
H -4.2255 7.0395 -2.9231 0.285
H -2.5913 10.8259 -0.6558 0.301
H -1.1468 9.9434 -0.0969 0.291
H -2.3136 10.5808 1.0805 0.225
C 2.5134 -4.1466 10.7280 -1.099
C 2.5486 -4.9215 9.4294 -0.200
O 2.5830 -4.0471 8.2870 -0.329
C 3.7698 -3.5130 8.0170 0.732
O 4.7961 -3.7127 8.6075 -0.550
O 3.6294 -2.7095 6.9571 -0.261
C 4.8233 -2.0116 6.5953 -0.689
H 1.6849 -3.4375 10.7257 0.293
H 2.3913 -4.8275 11.5696 0.360
H 3.4339 -3.5832 10.8724 0.314
H 1.6390 -5.5068 9.3121 0.282
H 3.3938 -5.6075 9.3939 0.321
H 5.6555 -2.6997 6.4680 0.343
H 5.0684 -1.2653 7.3486 0.321
H 4.6140 -1.5156 5.6513 0.171
```



[2]
The following is a DFT calculation (the ωB97M-V functional and the def2-TZVPD basis) of 6 unconnected molecules or ions with the total composition C33H61FO17S5.

Computed properties:
HOMO-LUMO gap   7.671 eV
Energy   -4663.55856 Ha
Lowest unoccupied orbital energy   -1.582 eV

XYZ file:
```
117
Properties=species:S:1:pos:R:3:mulliken_charge:R:1
C 1.9186 -0.2429 0.6590 -0.736
C 1.4749 -1.8090 0.5514 -0.178
C 2.6445 -2.6831 1.2314 -0.587
C 2.9717 -4.0709 0.4901 -0.988
C 3.1547 -3.9566 -1.1022 -0.479
C 4.2629 -2.7784 -1.3434 0.173
C 5.1539 -3.0456 -2.6576 -0.355
C 6.1655 -1.8253 -3.0262 -1.114
C 6.1670 -0.7964 -1.8038 0.855
C 5.1993 0.4321 -1.9233 -0.496
C 5.1162 1.4390 -0.7568 0.306
F 4.2582 2.5783 -0.7703 -0.287
C 5.9984 1.1724 0.5050 -0.598
C 6.9682 -0.0243 0.6059 0.241
C 7.0637 -1.0628 -0.5727 0.055
C 8.0525 -2.3199 -0.4274 0.567
O 7.8583 -3.4216 -1.0234 -0.531
C 9.3060 -2.0766 0.5562 -0.521
C 9.2141 -1.1383 1.6310 -0.449
C 7.8984 -0.2528 1.8908 0.302
O 7.6052 0.2713 2.9930 -0.544
H 2.5431 -0.0424 1.6115 0.310
H 2.4735 0.0729 -0.2943 0.019
H 1.0055 0.4576 0.7470 0.228
H 1.1981 -2.1193 -0.5096 0.084
H 0.5244 -1.8892 1.1956 0.427
H 2.2625 -2.9666 2.2876 0.411
H 3.5530 -2.0104 1.4045 0.208
H 3.9650 -4.4535 0.9450 0.303
H 2.1806 -4.8629 0.7640 0.390
H 2.1643 -3.6915 -1.6215 0.301
H 3.5665 -4.9350 -1.5203 0.256
H 4.8967 -2.7787 -0.3761 0.030
H 3.6371 -1.8081 -1.4208 -0.104
H 4.4958 -3.1918 -3.5990 0.205
H 5.7886 -3.9994 -2.5793 0.287
H 5.8044 -1.2273 -3.9473 0.392
H 7.2381 -2.1979 -3.2350 0.302
H 4.5308 0.6081 -2.8373 0.268
H 5.9410 1.8759 1.3992 0.419
H 10.2750 -2.6683 0.3952 0.336
H 10.1329 -1.0431 2.2980 0.325
C 4.8188 5.7946 -0.8449 -1.066
C 5.1754 5.5742 0.6128 0.076
O 6.3159 6.3418 0.9996 -0.265
S 6.1284 7.9274 1.2575 1.191
C 7.6932 8.2132 2.0346 -0.926
O 5.0843 8.1227 2.2295 -0.630
O 6.1204 8.6060 -0.0120 -0.602
H 4.4704 6.8159 -1.0149 0.420
H 4.0253 5.1120 -1.1549 0.341
H 5.6919 5.6407 -1.4838 0.253
H 4.3254 5.7928 1.2660 0.332
H 5.4356 4.5237 0.7628 -0.121
H 7.7248 7.6679 2.9776 0.314
H 7.7852 9.2843 2.2163 0.368
H 8.4850 7.8804 1.3647 0.310
C 0.5636 -8.3701 -5.1097 -1.016
C 1.8166 -8.2571 -4.2618 -0.236
O 2.9567 -7.9102 -5.0483 -0.288
S 3.1182 -6.3778 -5.5396 1.101
C 4.7979 -6.4948 -6.0867 -0.972
O 3.0631 -5.5104 -4.3916 -0.502
O 2.2794 -6.1683 -6.6905 -0.618
H 0.2715 -7.3975 -5.5118 0.290
H -0.2695 -8.7536 -4.5168 0.395
H 0.7317 -9.0344 -5.9608 0.264
H 1.6798 -7.5409 -3.4461 0.237
H 2.0302 -9.2273 -3.8068 0.292
H 5.4368 -6.6959 -5.2270 0.316
H 5.0683 -5.5414 -6.5413 0.370
H 4.8732 -7.2929 -6.8241 0.346
C -4.8953 -0.4323 -0.8322 -0.817
C -3.7260 -0.5249 -1.7939 -0.548
O -3.0429 0.7235 -1.9149 -0.295
S -2.0583 1.1831 -0.7175 1.142
C -1.2689 2.5147 -1.5763 -0.995
O -1.0900 0.1434 -0.4826 -0.511
O -2.8513 1.7372 0.3491 -0.630
H -4.5502 -0.2638 0.1910 0.261
H -5.4785 -1.3553 -0.8433 0.427
H -5.5463 0.4035 -1.0949 0.285
H -3.0310 -1.3166 -1.4982 0.319
H -4.0994 -0.7789 -2.7888 0.299
H -0.6997 2.1084 -2.4121 0.311
H -0.6012 3.0156 -0.8746 0.383
H -2.0315 3.2101 -1.9248 0.363
C -11.5100 0.7243 0.7937 -1.172
C -10.2507 1.5682 0.8434 -0.327
O -9.2361 0.9564 1.6447 -0.435
S -8.4072 -0.2910 1.0275 1.162
C -7.1312 -0.3409 2.2540 -1.020
O -7.8267 0.1095 -0.2284 -0.602
O -9.2019 -1.4836 1.1529 -0.645
H -11.3355 -0.2121 0.2591 0.327
H -12.3124 1.2599 0.2824 0.407
H -11.8404 0.4641 1.8022 0.292
H -9.8731 1.7764 -0.1621 0.327
H -10.4829 2.5306 1.3071 0.342
H -6.5483 0.5786 2.1961 0.319
H -6.4971 -1.2020 2.0415 0.396
H -7.5909 -0.4507 3.2359 0.363
C -10.9344 4.4190 7.3401 -0.989
C -10.3493 5.2043 6.1812 -0.340
O -9.4245 4.4212 5.4264 -0.257
S -10.0066 3.3041 4.4108 1.211
C -8.4986 2.9758 3.5467 -0.131
O -10.9336 3.9342 3.5049 -0.669
O -10.3626 2.1315 5.1667 -0.629
H -11.5686 3.6046 6.9832 0.303
H -11.5426 5.0660 7.9759 0.387
H -10.1407 3.9704 7.9424 0.257
H -11.1368 5.6001 5.5330 0.317
H -9.7932 6.0597 6.5724 0.276
H -8.1982 3.8729 3.0049 0.396
H -8.6868 2.1555 2.8454 -0.300
H -7.7361 2.6822 4.2677 0.432
```